# 1
# C20H50Cu2N4O11

C20H50Cu2N4O11 as an isolated structure (ωB97M-V/def2-TZVPD, the OMol25 dataset).

Geometry (Å):
Cu  6.541  -14.629  -11.873
Cu  5.768  -18.396  -13.948
O  7.296  -12.915  -13.027
O  4.584  -16.623  -14.628
O  5.534  -17.334  -11.897
O  3.701  -11.729  -8.911
O  5.119  -14.830  -13.743
O  4.284  -20.557  -7.713
O  3.855  -17.537  -10.472
O  1.899  -16.380  -8.000
O  3.667  -14.747  -15.432
O  3.956  -19.715  -13.613
O  4.891  -15.599  -10.844
N  0.140  -18.942  -6.056
N  5.399  -19.201  -16.113
N  5.782  -12.787  -10.678
N  6.414  -18.976  -8.994
C  3.695  -20.268  -12.318
C  3.902  -20.642  -14.709
C  3.032  -21.130  -7.281
C  4.781  -16.814  -11.074
C  -1.015  -17.442  -7.639
C  4.179  -19.894  -16.091
C  6.649  -11.673  -12.664
C  5.072  -11.769  -8.541
C  4.279  -19.106  -7.483
C  6.483  -11.610  -11.123
C  5.800  -18.693  -7.669
C  2.482  -15.066  -7.971
C  4.091  -20.741  -17.325
C  2.970  -10.619  -8.316
C  5.979  -17.179  -7.561
C  5.728  -12.957  -9.290
C  0.382  -18.001  -7.186
C  7.697  -12.867  -14.386
C  1.421  -16.910  -6.800
C  4.492  -15.418  -14.607
H  2.413  -17.189  -6.444
H  5.501  -16.976  -6.602
H  2.954  -22.198  -7.488
H  6.914  -12.475  -15.035
H  -1.522  -16.853  -6.875
H  -1.746  -18.161  -8.009
H  4.322  -20.146  -18.208
H  3.888  -19.500  -11.568
H  0.879  -18.525  -8.003
H  4.047  -18.885  -6.442
H  1.012  -19.187  -5.607
H  3.160  -14.927  -7.129
H  2.662  -20.597  -12.208
H  2.090  -20.697  -7.614
H  3.033  -21.300  -14.672
H  8.573  -12.218  -14.354
H  3.543  -18.506  -8.018
H  5.217  -11.949  -7.476
H  1.989  -10.919  -8.685
H  6.693  -13.169  -8.831
H  3.303  -9.643  -8.668
H  5.261  -13.904  -9.019
H  5.158  -18.752  -16.985
H  0.951  -16.243  -6.078
H  3.062  -21.098  -17.294
H  3.472  -15.451  -16.055
H  3.390  -19.145  -16.160
H  -0.801  -16.673  -8.381
H  4.337  -21.066  -11.944
H  2.987  -20.941  -6.208
H  5.530  -10.786  -8.656
H  6.336  -19.139  -6.831
H  7.275  -10.843  -12.991
H  4.575  -21.718  -17.304
H  6.163  -19.783  -16.425
H  6.971  -16.885  -7.218
H  5.905  -18.518  -9.737
H  5.586  -16.554  -8.363
H  5.991  -19.893  -9.003
H  -0.588  -18.732  -5.389
H  2.962  -10.679  -7.227
H  5.917  -10.691  -10.970
H  4.839  -12.503  -10.902
H  5.714  -11.650  -13.223
H  4.676  -21.375  -14.481
H  3.020  -14.935  -8.911
H  1.716  -14.291  -7.960
H  8.050  -13.795  -14.836
H  7.432  -11.482  -10.602
H  3.427  -16.936  -9.858

Values from the calculation:
Spin multiplicity = 3
E = -139291.938 eV
HOMO level (spin up / spin down) = -12.373 / -12.373 eV
Total charge = +2
ΔE to the lowest compared entry with this formula, charge and spin = 0.0 kJ/mol
<S²> = 2.011

# 2
# C16H40O8

A 4-piece molecular cluster, C16H40O8 overall (ωB97M-V/def2-TZVPD, the OMol25 dataset).

Geometry (Å):
O  -4.244  1.742  1.831
O  1.366  1.144  -3.175
O  1.389  2.204  0.862
O  3.196  -1.297  -2.301
O  -0.983  -0.742  0.799
O  -0.993  -1.532  -2.685
O  2.449  -0.553  1.393
O  -2.208  -0.881  3.251
C  1.179  2.190  2.226
C  2.045  -1.752  -1.637
C  -5.586  2.232  1.709
C  3.651  -0.631  2.040
C  -0.369  -0.693  -0.474
C  2.711  0.763  -3.580
C  -2.656  0.269  2.541
C  3.522  0.101  -2.534
C  -0.933  -2.911  -2.776
C  -0.129  -0.139  1.720
C  0.568  1.704  -4.206
C  -1.540  -1.089  -1.447
C  2.464  0.061  0.152
C  2.506  1.615  0.283
C  -2.817  -2.045  2.791
C  -4.080  0.800  2.846
H  1.629  -0.320  -0.436
H  -1.906  -3.257  -3.128
H  -0.243  2.158  -3.636
H  4.091  0.348  2.232
H  -3.890  -1.952  2.622
H  0.964  2.439  -4.906
H  -6.002  2.799  2.542
H  -1.854  0.996  2.669
H  0.273  1.624  2.447
H  3.363  2.129  0.717
H  2.082  1.713  2.607
H  4.395  -1.193  1.477
H  -5.741  2.798  0.790
H  -0.149  0.925  1.483
H  -2.674  0.067  1.470
H  3.498  0.612  -1.571
H  3.548  -1.024  3.052
H  -0.775  -3.338  -1.786
H  0.889  -0.516  1.624
H  0.480  -1.377  -0.485
H  1.975  -2.809  -1.897
H  -0.025  0.309  -0.729
H  -6.221  1.348  1.638
H  3.069  1.655  -4.096
H  2.457  1.905  -0.766
H  -2.191  -0.224  -1.577
H  -0.174  -3.169  -3.515
H  -0.442  -0.101  2.763
H  3.290  -0.308  -0.456
H  -2.312  -2.509  1.944
H  -2.687  -2.789  3.577
H  -4.804  -0.011  2.763
H  -4.129  1.195  3.860
H  2.250  -1.952  -0.586
H  2.586  -0.004  -4.344
H  4.561  0.123  -2.864
H  1.196  -1.095  -1.827
H  0.280  0.923  -4.910
H  1.008  3.187  2.631
H  -2.174  -1.868  -1.022

Values from the calculation:
Spin multiplicity = 1
E = -33609.511 eV
HOMO level = -8.773 eV
Total charge = 0
SMILES = COCCOC.COCCOC.COCCOC.COCCOC
ΔE to the lowest compared entry with this formula, charge and spin = 923.4 kJ/mol

# 3
# C3H7N3O

C3H7N3O as an isolated structure (ωB97M-V/def2-TZVPD, the OMol25 dataset).

Geometry (Å):
O  -0.282  -0.272  -0.193
N  -1.101  0.230  1.281
N  1.317  1.139  1.185
N  1.881  0.474  -1.113
C  -0.116  -1.687  -0.203
C  1.263  0.641  0.102
C  -1.913  1.135  0.988
H  0.392  -1.970  -1.127
H  2.598  1.167  -1.275
H  -2.762  1.226  1.665
H  0.483  -2.001  0.656
H  1.249  0.336  -1.891
H  -1.911  1.735  0.081
H  -1.101  -2.152  -0.156

Values from the calculation:
Spin multiplicity = 1
E = -9736.818 eV
HOMO level = -8.446 eV
Total charge = 0
ΔE to the lowest compared entry with this formula, charge and spin = 599.7 kJ/mol

# 4
# C2H4N2S2

A 2-piece molecular cluster, C2H4N2S2 overall (ωB97M-V/def2-TZVPD, the OMol25 dataset).

Geometry (Å):
S  0.158  -1.805  0.700
S  1.562  0.466  1.666
N  -4.027  0.272  -0.318
N  1.142  -0.570  0.374
C  -3.032  0.717  -0.692
C  1.707  -0.193  -0.749
H  0.910  -0.029  2.638
H  1.735  -0.883  -1.638
H  2.300  0.677  -0.678
H  -2.456  1.349  -1.303

Values from the calculation:
Spin multiplicity = 1
E = -26785.892 eV
HOMO level = -8.484 eV
Total charge = 0
SMILES = C=[N+]([S-])S.C#N
ΔE to the lowest compared entry with this formula, charge and spin = 397.8 kJ/mol